1.
{"formula": "C35H37NO2P2Ru", "method": "the ωB97M-V functional and the def2-TZVPD basis", "elements": ["Ru", "C", "C", "C", "C", "C", "C", "C", "C", "C", "H", "H", "H", "H", "H", "H", "H", "H", "H", "H", "H", "H", "H", "H", "H", "P", "P", "C", "C", "C", "C", "C", "C", "C", "C", "C", "C", "C", "C", "C", "C", "C", "C", "C", "C", "C", "C", "C", "C", "C", "C", "C", "C", "H", "H", "H", "H", "H", "H", "H", "H", "H", "H", "H", "H", "H", "H", "H", "H", "H", "H", "H", "H", "H", "H", "O", "N", "O"], "positions_angstrom": [[0.131, 0.053, 5.038], [-1.588, -0.191, 6.404], [-1.975, -0.404, 5.050], [-2.781, 0.583, 4.236], [-1.905, 1.599, 3.458], [-0.512, 1.757, 4.028], [-0.322, 2.094, 5.403], [-1.427, 2.337, 6.434], [-1.902, 1.060, 7.157], [2.041, 0.319, 5.636], [-1.560, -1.044, 7.087], [-2.129, -1.449, 4.755], [-3.560, 1.090, 4.842], [-3.305, -0.033, 3.484], [-1.813, 1.264, 2.411], [-2.422, 2.572, 3.412], [0.258, 2.120, 3.338], [0.599, 2.654, 5.612], [-2.270, 2.923, 6.010], [-0.971, 2.946, 7.232], [-1.466, 1.012, 8.170], [-2.989, 1.062, 7.307], [2.012, 0.190, 6.740], [2.462, 1.304, 5.394], [2.622, -0.494, 5.170], [-0.058, -1.989, -2.785], [1.815, 0.473, -3.145], [-0.766, -0.412, -3.311], [0.084, 0.594, -3.673], [-0.739, -3.198, -4.007], [-1.867, -2.932, -4.790], [-2.405, -3.939, -5.592], [-1.755, -5.170, -5.706], [-0.551, -5.391, -5.026], [-0.045, -4.414, -4.177], [-1.014, -2.193, -1.222], [-0.674, -1.322, -0.166], [-1.347, -1.391, 1.056], [-2.380, -2.323, 1.238], [-2.748, -3.159, 0.177], [-2.078, -3.088, -1.052], [2.626, 1.157, -4.676], [2.532, 0.353, -5.825], [2.957, 0.840, -7.056], [3.502, 2.129, -7.141], [3.620, 2.926, -5.998], [3.181, 2.441, -4.765], [1.967, 1.885, -1.987], [3.148, 1.976, -1.222], [3.385, 3.100, -0.432], [2.432, 4.127, -0.371], [1.236, 4.012, -1.085], [0.992, 2.884, -1.874], [-1.863, -0.326, -3.310], [-0.184, 1.454, -4.298], [-2.332, -1.952, -4.769], [-3.338, -3.757, -6.126], [-2.183, -5.958, -6.327], [-0.022, -6.335, -5.150], [0.878, -4.588, -3.629], [0.100, -0.565, -0.323], [-1.077, -0.716, 1.874], [-2.903, -2.375, 2.197], [-3.574, -3.863, 0.305], [-2.399, -3.712, -1.889], [2.080, -0.635, -5.755], [2.847, 0.226, -7.953], [3.816, 2.517, -8.111], [4.037, 3.933, -6.069], [3.238, 3.084, -3.892], [3.882, 1.171, -1.269], [4.317, 3.183, 0.133], [2.623, 5.012, 0.238], [0.484, 4.804, -1.033], [0.052, 2.785, -2.414], [0.528, -1.900, 7.183], [0.343, -1.884, 5.948], [0.367, -2.906, 5.242]], "forces_ev_per_angstrom": [[1.953, -1.546, 1.360], [-2.244, -0.345, -0.579], [-1.962, -0.465, 1.762], [-0.124, -0.039, -0.622], [-0.175, -0.081, -0.676], [-0.764, 1.480, 0.611], [-0.098, 0.935, -0.871], [0.160, 0.363, 0.510], [0.283, 0.324, 0.044], [1.279, 0.387, 0.737], [0.569, 0.021, -0.653], [0.549, 0.194, 0.067], [0.571, -0.302, -0.116], [0.016, 0.410, 0.354], [-0.062, 0.164, 0.421], [0.298, -0.205, 0.080], [-0.058, -0.336, 0.118], [-0.213, -0.495, 0.011], [0.559, -0.414, 0.049], [-0.295, 0.089, -0.544], [-0.096, -0.067, -0.530], [0.055, 0.041, -0.027], [-0.087, -0.009, -0.588], [-0.191, -0.259, -0.150], [-0.237, 0.096, 0.038], [-0.983, 0.112, 0.291], [-0.017, 1.203, -1.323], [0.884, 1.501, -0.527], [-1.091, -1.520, 0.240], [0.740, -0.017, -0.072], [-0.065, -0.170, 0.165], [0.151, -0.005, 0.010], [0.116, 0.104, 0.185], [-0.242, -0.002, -0.098], [-0.265, 0.241, 0.238], [0.031, 0.051, 0.271], [-0.097, -0.088, 0.014], [-0.164, -0.225, -0.224], [0.262, 0.110, -0.390], [0.026, 0.167, 0.051], [0.083, -0.036, 0.156], [-0.092, -0.506, 0.255], [-0.033, 0.207, 0.024], [0.032, 0.212, 0.025], [-0.096, -0.114, 0.065], [-0.116, -0.242, -0.066], [0.056, -0.005, -0.038], [0.247, -0.276, 0.690], [-0.208, 0.103, -0.232], [-0.186, 0.131, 0.013], [0.052, -0.293, -0.141], [0.011, -0.126, 0.051], [0.165, 0.012, 0.018], [0.491, 0.062, -0.397], [-0.221, -0.126, 0.531], [-0.113, -0.190, 0.071], [0.296, -0.024, 0.051], [0.151, 0.259, 0.147], [-0.128, 0.270, 0.054], [-0.155, -0.033, -0.080], [-0.110, -0.297, 0.137], [-0.018, -0.221, -0.322], [0.142, -0.087, -0.358], [0.290, 0.233, -0.081], [0.149, 0.056, 0.313], [0.138, 0.072, -0.050], [0.086, 0.215, 0.320], [-0.043, -0.129, 0.317], [-0.156, -0.361, 0.035], [0.045, -0.133, -0.072], [-0.104, 0.247, -0.001], [-0.325, -0.046, -0.194], [-0.055, -0.254, -0.206], [0.274, -0.273, -0.013], [0.200, 0.171, 0.108], [-0.197, 0.414, -2.459], [0.585, -2.575, 0.788], [-0.109, 2.279, 0.905]], "charge": 2, "lumo_energy_ev": [-6.2, -8.6], "spin_multiplicity": 5, "homo_energy_ha": [-0.4831, -0.4873], "s_squared": 6.049}

2.
{"formula": "C35H37NO2P2Zr", "method": "the ωB97M-V functional and the def2-TZVPD basis", "elements": ["Zr", "C", "C", "C", "C", "C", "C", "C", "C", "C", "H", "H", "H", "H", "H", "H", "H", "H", "H", "H", "H", "H", "H", "H", "H", "P", "P", "C", "C", "C", "C", "C", "C", "C", "C", "C", "C", "C", "C", "C", "C", "C", "C", "C", "C", "C", "C", "C", "C", "C", "C", "C", "C", "H", "H", "H", "H", "H", "H", "H", "H", "H", "H", "H", "H", "H", "H", "H", "H", "H", "H", "H", "H", "H", "H", "O", "N", "O"], "positions_angstrom": [[0.642, -1.159, -1.761], [3.278, 1.458, 0.069], [2.511, 1.399, 1.156], [1.997, 2.619, 1.874], [1.353, 3.691, 0.944], [0.738, 3.172, -0.324], [1.367, 3.018, -1.483], [2.822, 3.208, -1.710], [3.726, 2.735, -0.573], [-2.299, -1.963, -0.516], [3.797, 0.568, -0.305], [2.415, 0.482, 1.745], [2.804, 3.116, 2.451], [1.256, 2.323, 2.636], [0.565, 4.182, 1.541], [2.107, 4.478, 0.761], [-0.353, 3.167, -0.259], [0.806, 3.039, -2.410], [3.073, 4.259, -1.911], [3.099, 2.664, -2.618], [4.729, 2.548, -0.987], [3.842, 3.534, 0.180], [-1.594, -2.587, -1.127], [-3.306, -2.263, -0.827], [-2.150, -2.175, 0.550], [0.250, -1.421, 1.255], [-2.296, -0.187, -0.834], [-0.370, 0.264, 1.201], [-1.316, 0.717, 0.348], [0.047, -1.914, 2.975], [0.323, -1.009, 4.017], [0.227, -1.436, 5.341], [-0.177, -2.747, 5.621], [-0.503, -3.635, 4.576], [-0.393, -3.222, 3.249], [2.020, -1.632, 0.920], [2.526, -1.284, -0.394], [3.711, -1.915, -0.893], [4.479, -2.677, -0.009], [4.085, -2.864, 1.320], [2.869, -2.345, 1.789], [-3.990, 0.418, -0.770], [-4.685, 0.178, 0.427], [-6.003, 0.611, 0.557], [-6.611, 1.284, -0.510], [-5.915, 1.539, -1.696], [-4.599, 1.096, -1.841], [-1.589, 0.007, -2.491], [-1.758, -0.956, -3.541], [-1.171, -0.720, -4.786], [-0.411, 0.426, -5.022], [-0.272, 1.389, -4.024], [-0.848, 1.186, -2.773], [-0.075, 0.925, 2.023], [-1.644, 1.767, 0.403], [0.633, 0.012, 3.796], [0.479, -0.733, 6.148], [-0.241, -3.080, 6.661], [-0.833, -4.651, 4.806], [-0.613, -3.888, 2.408], [2.198, -0.302, -0.914], [3.992, -1.776, -1.945], [5.420, -3.113, -0.365], [4.733, -3.415, 2.011], [2.551, -2.501, 2.821], [-4.174, -0.332, 1.253], [-6.534, 0.423, 1.489], [-7.645, 1.613, -0.415], [-6.387, 2.083, -2.519], [-4.036, 1.279, -2.763], [-2.417, -1.816, -3.384], [-1.309, -1.444, -5.592], [0.068, 0.585, -5.993], [0.271, 2.315, -4.232], [-0.829, 1.977, -2.018], [0.398, -4.423, -0.948], [0.450, -3.256, -1.195], [0.694, -2.913, -2.646]], "forces_ev_per_angstrom": [[-1.260, -0.982, -1.096], [0.819, -0.039, 0.302], [0.643, 0.252, 1.021], [-0.258, 0.297, 0.108], [0.285, 0.180, 0.915], [-0.474, 0.902, 0.271], [-0.196, 1.146, -0.285], [0.685, -0.155, -0.190], [0.507, 0.234, 0.237], [-0.872, -0.948, -0.403], [-0.351, 0.440, 0.295], [0.022, 0.193, -0.573], [-0.252, -0.364, -0.287], [0.268, 0.020, -0.211], [0.271, -0.101, -0.365], [-0.466, -0.392, -0.249], [0.255, -0.129, -0.464], [-0.147, -0.421, 0.222], [-0.276, -0.084, -0.087], [-0.006, 0.036, -0.049], [-0.239, 0.218, 0.133], [-0.020, -0.423, -0.285], [-0.778, 1.022, 0.762], [-0.083, -0.150, 0.287], [-0.235, 0.013, -0.408], [0.112, -0.969, -0.413], [-0.113, -0.907, -0.939], [-0.317, 1.058, 0.444], [0.425, 0.362, 0.491], [-0.383, 0.116, 0.481], [-0.007, -0.498, -0.065], [0.003, 0.049, 0.037], [-0.077, -0.122, -0.395], [0.144, 0.244, 0.363], [0.222, 0.430, -0.006], [1.884, 0.801, -0.416], [0.511, -1.483, 1.050], [-1.030, 0.941, 0.658], [0.079, -0.364, -0.160], [0.023, 0.309, -0.070], [-0.541, 0.081, -0.567], [-0.026, 0.122, 0.137], [0.053, 0.122, -0.043], [0.284, -0.041, -0.163], [0.077, -0.020, -0.041], [0.188, -0.129, 0.013], [0.218, -0.088, 0.284], [0.061, 0.015, -0.473], [-0.137, 0.605, 0.558], [-0.087, -0.386, 0.057], [0.189, 0.106, -0.057], [0.121, -0.008, -0.040], [-0.473, -0.166, 0.327], [-0.033, 0.172, -0.556], [0.081, -0.506, 0.243], [0.015, -0.224, 0.126], [-0.188, -0.454, -0.370], [-0.010, 0.089, -0.401], [0.121, 0.359, -0.067], [0.037, 0.096, 0.424], [0.902, -0.780, 0.400], [0.119, 0.135, 0.580], [-0.481, 0.106, 0.164], [-0.272, 0.250, -0.339], [0.096, -0.188, -0.308], [-0.339, 0.163, -0.232], [0.035, 0.090, -0.307], [0.266, -0.045, -0.012], [0.090, -0.232, 0.345], [-0.297, -0.030, 0.297], [0.438, 0.148, -0.089], [0.025, 0.187, 0.314], [-0.279, -0.101, 0.333], [-0.176, -0.371, 0.057], [0.185, -0.378, -0.300], [0.101, 2.717, -0.294], [0.170, -2.016, -1.568], [0.151, -0.134, 0.908]], "charge": 2, "lumo_energy_ev": [-6.5, -6.7], "homo_energy_ha": [-0.4474, -0.4406]}

3.
{"formula": "C35H38ClGaN3OPSb2Se", "method": "the ωB97M-V functional and the def2-TZVPD basis", "elements": ["Ga", "C", "Sb", "C", "C", "C", "C", "C", "C", "C", "C", "C", "Sb", "C", "C", "H", "H", "H", "H", "H", "H", "H", "H", "H", "H", "H", "H", "H", "H", "H", "H", "H", "H", "H", "H", "Se", "N", "C", "C", "C", "C", "N", "C", "N", "H", "H", "H", "Cl", "O", "P", "C", "C", "C", "C", "C", "C", "C", "C", "C", "C", "C", "C", "C", "C", "C", "C", "C", "C", "H", "H", "H", "H", "H", "H", "H", "H", "H", "H", "H", "H", "H", "H", "H"], "positions_angstrom": [[-0.363, 0.022, -0.070], [-2.408, 1.136, 3.440], [-2.433, -0.190, 1.779], [-2.678, -2.089, 2.680], [-4.409, 0.236, 1.018], [-4.601, 1.706, 0.781], [-5.053, 2.495, 1.841], [-5.229, 3.860, 1.711], [-4.959, 4.473, 0.495], [-4.528, 3.705, -0.571], [-4.343, 2.325, -0.452], [-3.898, 1.568, -1.671], [-1.767, 1.469, -1.830], [-1.177, 3.501, -1.771], [-1.416, 0.968, -3.858], [-3.257, 0.923, 4.087], [-2.478, 2.164, 3.089], [-1.488, 0.997, 4.002], [-3.685, -2.165, 3.085], [-1.950, -2.191, 3.481], [-2.510, -2.871, 1.943], [-5.091, -0.122, 1.790], [-4.571, -0.376, 0.133], [-5.292, 2.016, 2.784], [-5.593, 4.441, 2.547], [-5.108, 5.537, 0.372], [-4.358, 4.177, -1.532], [-4.224, 2.079, -2.578], [-4.277, 0.549, -1.720], [-1.596, 4.011, -2.637], [-0.090, 3.557, -1.817], [-1.546, 3.969, -0.860], [-1.955, 1.678, -4.483], [-1.773, -0.040, -4.062], [-0.350, 1.030, -4.069], [1.718, 2.514, 1.033], [2.451, 2.432, 2.620], [2.017, 1.346, 3.232], [2.423, 0.896, 4.526], [1.888, -0.267, 4.964], [0.937, -0.974, 4.157], [0.515, -0.598, 2.981], [1.066, 0.549, 2.506], [0.771, 1.012, 1.296], [3.132, 1.476, 5.101], [2.149, -0.677, 5.930], [0.508, -1.891, 4.548], [-0.099, -2.123, -0.164], [1.058, 0.614, -1.371], [2.411, 0.242, -2.014], [2.394, -1.372, -2.762], [1.246, -1.828, -3.405], [1.259, -3.050, -4.054], [2.420, -3.814, -4.067], [3.568, -3.361, -3.431], [3.559, -2.138, -2.777], [2.760, 1.462, -3.271], [3.041, 1.075, -4.580], [3.262, 2.041, -5.553], [3.200, 3.386, -5.224], [2.917, 3.778, -3.918], [2.696, 2.820, -2.946], [3.678, 0.279, -0.751], [4.792, 1.109, -0.803], [5.691, 1.124, 0.258], [5.484, 0.303, 1.355], [4.386, -0.551, 1.397], [3.482, -0.567, 0.349], [0.341, -1.236, -3.384], [0.367, -3.413, -4.546], [2.429, -4.770, -4.573], [4.468, -3.960, -3.441], [4.454, -1.788, -2.276], [3.096, 0.026, -4.840], [3.485, 1.739, -6.567], [3.375, 4.136, -5.983], [2.877, 4.828, -3.664], [2.482, 3.128, -1.928], [4.967, 1.742, -1.664], [6.558, 1.769, 0.218], [6.193, 0.310, 2.173], [4.249, -1.220, 2.237], [2.641, -1.253, 0.369]], "forces_ev_per_angstrom": [[-0.109, 0.082, -0.001], [-0.026, -0.032, -0.013], [-0.043, 0.068, 0.036], [-0.021, 0.014, 0.011], [0.020, -0.022, 0.002], [0.022, 0.013, -0.020], [0.007, -0.008, -0.033], [-0.001, 0.001, 0.004], [0.000, 0.000, 0.000], [-0.004, -0.010, 0.013], [0.000, 0.002, 0.030], [-0.032, 0.002, 0.019], [0.062, -0.039, -0.072], [-0.015, 0.010, -0.010], [-0.016, -0.023, 0.016], [0.001, -0.007, 0.006], [0.006, -0.001, 0.001], [0.011, 0.003, 0.015], [0.001, -0.016, 0.010], [-0.002, 0.008, -0.013], [-0.005, 0.009, -0.017], [-0.013, 0.014, -0.003], [0.012, -0.008, -0.013], [-0.002, -0.002, 0.004], [-0.003, 0.003, 0.006], [-0.002, 0.007, -0.002], [0.000, 0.003, -0.007], [0.001, 0.001, -0.005], [0.000, -0.013, 0.021], [-0.006, 0.012, 0.013], [-0.027, -0.022, 0.001], [0.009, 0.005, 0.009], [-0.005, -0.006, -0.013], [-0.013, 0.010, -0.006], [0.014, 0.030, 0.030], [0.000, -0.056, 0.052], [0.021, 0.004, 0.005], [-0.088, -0.001, -0.052], [0.017, 0.025, -0.014], [0.018, -0.003, 0.020], [-0.054, 0.039, 0.013], [0.044, 0.040, -0.003], [0.043, -0.032, -0.012], [0.027, 0.026, 0.189], [0.001, 0.000, 0.004], [0.010, 0.000, -0.002], [0.009, -0.016, -0.004], [0.063, -0.068, -0.114], [-0.004, 0.013, -0.113], [0.040, 0.053, -0.018], [0.095, 0.023, 0.050], [0.003, -0.053, 0.005], [-0.017, 0.030, 0.016], [0.026, -0.006, 0.005], [-0.014, -0.013, -0.019], [-0.005, -0.015, 0.024], [-0.054, -0.048, -0.053], [0.061, 0.010, 0.023], [0.010, 0.029, -0.001], [-0.013, -0.019, 0.011], [0.007, -0.007, -0.014], [-0.014, 0.012, 0.044], [-0.028, -0.132, 0.018], [-0.004, 0.029, 0.006], [0.005, 0.005, -0.042], [-0.015, -0.020, -0.002], [0.003, -0.003, 0.002], [0.083, 0.018, 0.016], [-0.053, 0.032, -0.002], [-0.002, 0.002, -0.005], [0.000, -0.003, -0.002], [0.002, -0.003, 0.000], [-0.010, -0.006, -0.015], [-0.012, -0.003, -0.005], [-0.001, 0.002, -0.007], [0.004, 0.003, -0.004], [0.000, 0.012, 0.002], [0.009, -0.015, -0.022], [-0.019, 0.017, -0.015], [0.005, 0.004, 0.002], [0.002, 0.003, 0.005], [0.002, 0.004, 0.011], [-0.023, 0.000, -0.001]], "charge": 2, "lumo_energy_ev": -6.9, "homo_energy_ha": -0.4888}

Number 1: DFT total energy -2337.8566 a.u.. Number 2: DFT total energy -2290.0749 a.u.. Number 3: DFT total energy -7203.8917 a.u..